[1]
C38H42ClEuN6O7 as an isolated structure, computed with ωB97M-V with the def2-TZVPD basis set.

Geometry as ORCA input:
```
! wB97M-V def2-TZVPD RIJCOSX def2/J DEFGRID3
* xyz -1 8
Eu 1.43476 -1.50293 -1.68137
C 0.66009 -4.72216 -0.56023
N 0.03166 -3.44455 -0.19514
C 0.35486 -3.13785 1.20066
C -1.38679 -3.54889 -0.47198
C -2.16434 -4.38615 0.31977
C -3.49640 -4.65586 0.03884
C -4.05256 -4.12242 -1.11084
C -3.29743 -3.27773 -1.90816
C -1.99281 -2.90610 -1.57455
N -1.30226 -1.96184 -2.35501
C -1.81641 -0.76059 -2.80278
C -3.15952 -0.39231 -2.55654
C -3.71054 0.78614 -3.01403
C -2.95472 1.69075 -3.74331
C -1.61754 1.38521 -3.93380
C -1.01904 0.22435 -3.45838
N 0.41307 0.09192 -3.63103
C 1.16545 1.30540 -3.31018
C 0.71504 -0.35803 -4.99077
H 0.24894 -5.54852 0.03812
H 1.73237 -4.65573 -0.38987
H 0.49286 -4.91311 -1.61748
H 0.10509 -3.95665 1.89178
H -0.15312 -2.23154 1.51793
H 1.42843 -2.94896 1.26756
H -1.70305 -4.85296 1.18093
H -4.07048 -5.30644 0.68611
H -5.06572 -4.37111 -1.40194
H -3.71594 -2.89610 -2.82785
H -3.77902 -1.02735 -1.94683
H -4.74828 0.99608 -2.78165
H -3.37950 2.60903 -4.12752
H -0.98647 2.09259 -4.45808
H 1.08171 2.08475 -4.08309
H 2.22268 1.04224 -3.22270
H 0.81337 1.71162 -2.36280
H 0.34061 0.36554 -5.73143
H 0.23856 -1.32361 -5.15564
H 1.79071 -0.46689 -5.10913
C -2.47696 2.89143 4.92364
O -1.52829 2.45758 3.97368
C -0.39917 3.21116 3.80759
C -0.08610 4.33238 4.55150
C 1.08830 5.03932 4.28549
C 1.91713 4.62515 3.26364
C 1.59546 3.50424 2.50206
C 0.45221 2.76280 2.77536
N 0.03234 1.64712 2.06662
C 0.76077 0.78262 1.22532
N 2.05336 0.69151 1.60382
C 3.18125 -0.11019 1.20497
C 3.21141 -0.89554 0.06259
C 4.42898 -1.58300 -0.11363
C 5.51160 -1.49912 0.75507
C 5.42562 -0.69029 1.88558
C 4.25076 0.00156 2.10356
O 4.11459 0.86424 3.20041
C 4.19234 0.21832 4.45783
N 0.15425 0.15194 0.25845
C -1.21765 0.51274 0.12590
C -2.22419 -0.34306 0.54564
C -3.57191 0.00008 0.45047
C -3.92379 1.22651 -0.07499
C -2.93566 2.09910 -0.52799
C -1.59765 1.74603 -0.43647
O -0.57225 2.54775 -0.83876
C -0.88650 3.83886 -1.31161
H -3.30352 2.18797 4.87264
H -2.83874 3.89604 4.68761
H -2.05760 2.88626 5.93354
H -0.74321 4.66333 5.34228
H 1.33463 5.90979 4.87851
H 2.82346 5.17129 3.03880
H 2.23600 3.20650 1.68407
H -0.95041 1.43845 2.14495
H 2.25222 1.17297 2.46832
H 4.55141 -2.22291 -0.98458
H 6.42471 -2.04933 0.55464
H 6.25445 -0.58938 2.57521
H 5.15859 -0.26982 4.60121
H 3.40342 -0.53439 4.55850
H 4.06301 0.98488 5.22104
H -1.94527 -1.30296 0.95639
H -4.32772 -0.69816 0.78655
H -4.96486 1.51175 -0.16063
H -3.22130 3.04297 -0.96666
H 0.06479 4.33097 -1.50084
H -1.44646 4.40933 -0.56450
H -1.46071 3.79059 -2.24147
O 3.88344 -3.48625 -4.21446
Cl 2.70323 -2.88343 -3.59890
O 3.00169 -1.42825 -3.36056
O 2.55353 -3.44964 -2.22038
O -0.09734 -2.42908 -2.84467
*
```

Results
orbital gap (spin up / spin down): 4.14 / 5.90 eV
⟨S²⟩: 15.760
HOMO (spin up / spin down): -1.978 / -3.732 eV

How is the electron density shared among the atoms? According to Löwdin, the charges in e are:
1. Eu 1.43
2. C -0.09
3. N -0.23
4. C -0.09
5. C -0.19
6. C -0.04
7. C -0.10
8. C -0.09
9. C -0.03
10. C -0.14
11. N -0.13
12. C -0.12
13. C -0.05
14. C -0.12
15. C -0.12
16. C -0.06
17. C -0.17
18. N -0.27
19. C -0.10
20. C -0.09
21. H 0.08
22. H 0.08
23. H 0.09
24. H 0.08
25. H 0.06
26. H 0.08
27. H 0.10
28. H 0.09
29. H 0.10
30. H 0.11
31. H 0.09
32. H 0.10
33. H 0.09
34. H 0.10
35. H 0.08
36. H 0.08
37. H 0.07
38. H 0.09
39. H 0.09
40. H 0.07
41. C -0.08
42. O -0.09
43. C -0.22
44. C -0.04
45. C -0.11
46. C -0.10
47. C -0.02
48. C -0.16
49. N 0.15
50. C -0.34
51. N 0.14
52. C -0.22
53. C -0.17
54. C -0.17
55. C -0.12
56. C -0.06
57. C -0.26
58. O -0.14
59. C -0.09
60. N 0.11
61. C -0.23
62. C -0.03
63. C -0.10
64. C -0.12
65. C -0.04
66. C -0.23
67. O -0.10
68. C -0.08
69. H 0.09
70. H 0.10
71. H 0.09
72. H 0.10
73. H 0.09
74. H 0.10
75. H 0.12
76. H 0.13
77. H 0.11
78. H 0.06
79. H 0.09
80. H 0.10
81. H 0.08
82. H 0.09
83. H 0.08
84. H 0.10
85. H 0.10
86. H 0.10
87. H 0.11
88. H 0.09
89. H 0.09
90. H 0.08
91. O -0.45
92. Cl 0.84
93. O -0.58
94. O -0.58
95. O -0.37

=====

[2]
C38H42F5HfN3O2P3S2Se as an isolated structure, computed with ωB97M-V with the def2-TZVPD basis set.

Geometry as ORCA input:
```
! wB97M-V def2-TZVPD RIJCOSX def2/J DEFGRID3
* xyz 2 2
Hf 0.23188 -1.80485 0.80269
C 4.06724 -6.18448 1.32791
C 2.81824 -5.88745 2.10616
O 1.90530 -5.25797 1.14121
P 2.22907 -3.93561 0.34251
S 0.54600 -3.78054 -0.65238
S 2.62344 -2.52198 1.68933
O 3.17666 -3.92813 -0.95927
C 4.12770 -2.82005 -1.20749
C 4.66229 -2.73745 -2.63930
H 4.78890 -6.73611 1.90248
H 4.56026 -5.24855 1.04247
H 3.85434 -6.75712 0.41698
H 3.00266 -5.16430 2.89726
H 2.25285 -6.75414 2.42644
H 4.93596 -2.97095 -0.48714
H 3.55067 -1.90675 -0.99678
H 5.25557 -3.64560 -2.86489
H 5.34848 -1.89101 -2.64408
H 3.88206 -2.63081 -3.41409
N -1.56997 0.18595 -1.74326
P -1.71370 1.06798 -0.27033
C -0.78414 2.59453 -0.70806
C -1.14967 3.34182 -1.83823
C -0.32522 4.30242 -2.38310
C 0.90558 4.55316 -1.83132
C 1.30466 3.81740 -0.73776
C 0.48129 2.83075 -0.18300
C -3.44451 1.65215 -0.48583
C -4.32267 0.67012 -0.90637
C -5.60628 0.96935 -1.32711
C -6.05941 2.27646 -1.24463
C -5.21726 3.28654 -0.78403
C -3.89806 2.99148 -0.46925
P -0.22959 -0.80855 -1.81980
C -0.45747 -1.68773 -3.41884
C 0.63793 -2.01649 -4.26313
C 0.39915 -2.67166 -5.44852
C -0.93548 -2.96581 -5.83244
C -1.98019 -2.60996 -5.00956
C -1.74546 -1.96407 -3.81380
C 1.29405 0.12735 -2.18640
C 1.32725 0.93070 -3.33132
C 2.44879 1.68175 -3.61269
C 3.58816 1.55387 -2.82322
C 3.51029 0.85051 -1.64604
C 2.35389 0.14333 -1.30870
H -1.95794 0.55919 -2.61083
H -2.12861 3.19995 -2.32128
H -0.64586 4.88148 -3.25252
H 1.52327 5.37123 -2.22466
H 2.29815 3.95913 -0.32176
H 0.82532 2.27832 0.69119
H -4.01678 -0.35310 -0.85453
H -6.29372 0.18950 -1.68108
H -7.07321 2.51116 -1.56225
H -5.55588 4.31717 -0.74193
H -3.25435 3.79188 -0.20056
H 1.64540 -1.74567 -3.96765
H 1.25773 -2.92685 -6.05263
H -1.15479 -3.41186 -6.81476
H -3.01479 -2.76839 -5.29731
H -2.58925 -1.67888 -3.17791
H 0.52049 0.93419 -4.04820
H 2.51290 2.36360 -4.44820
H 4.51383 2.02338 -3.05186
H 4.35262 0.81437 -0.95177
H 2.34227 -0.32916 -0.34921
N -1.91084 4.28312 4.71051
C -1.07990 3.10711 5.12376
C -1.38729 1.95332 4.19539
N -1.20295 2.28238 2.80790
C -1.86352 3.51649 2.41125
C -1.55894 4.67563 3.33578
H -1.76775 5.06296 5.36229
H -2.89111 4.02249 4.76610
H -1.35505 2.89880 6.16890
H -0.03725 3.42767 5.07764
H -2.38262 1.57428 4.39829
H -0.71087 1.16395 4.46822
H -0.20807 2.28986 2.60289
H -2.94751 3.33514 2.39594
H -1.56615 3.77144 1.36369
H -2.23471 5.52325 3.09205
H -0.53339 5.01212 3.34419
F -1.83116 -3.41640 5.53008
C -1.39533 -3.00790 4.29929
C -1.72746 -1.60595 3.94304
F -2.08613 -1.08086 2.71741
C -0.60294 -1.00552 4.54535
F -0.60150 -0.51142 5.79169
C 0.50607 -1.29820 3.74770
Se 1.55738 0.07984 2.97968
C 0.67307 -2.80300 3.77059
F 1.95092 -3.09163 4.20193
C -0.27019 -3.72211 3.92755
F -1.27314 -2.95699 1.35730
*
```

Results
orbital gap (spin up / spin down): 6.64 / 6.02 eV
⟨S²⟩: 0.791
HOMO (spin up / spin down): -12.312 / -12.361 eV

How is the electron density shared among the atoms? According to Löwdin, the charges in e are:
1. Hf 1.15
2. C -0.07
3. C -0.21
4. O -0.35
5. P -0.05
6. S 0.51
7. S 0.44
8. O -0.35
9. C -0.26
10. C -0.04
11. H 0.09
12. H 0.07
13. H 0.10
14. H 0.10
15. H 0.13
16. H 0.12
17. H 0.05
18. H 0.09
19. H 0.08
20. H 0.07
21. N -0.41
22. P 0.98
23. C -0.39
24. C -0.10
25. C -0.07
26. C -0.07
27. C -0.07
28. C -0.13
29. C -0.35
30. C -0.12
31. C -0.06
32. C -0.06
33. C -0.06
34. C -0.11
35. P 0.84
36. C -0.35
37. C -0.08
38. C -0.04
39. C -0.04
40. C -0.07
41. C -0.11
42. C -0.38
43. C -0.08
44. C -0.05
45. C -0.05
46. C -0.07
47. C -0.15
48. H 0.09
49. H 0.12
50. H 0.12
51. H 0.13
52. H 0.11
53. H 0.07
54. H 0.09
55. H 0.12
56. H 0.12
57. H 0.11
58. H 0.08
59. H 0.09
60. H 0.11
61. H 0.12
62. H 0.12
63. H 0.11
64. H 0.12
65. H 0.12
66. H 0.11
67. H 0.13
68. H 0.03
69. N 0.05
70. C -0.08
71. C -0.22
72. N -0.05
73. C -0.20
74. C -0.11
75. H 0.19
76. H 0.18
77. H 0.15
78. H 0.15
79. H 0.14
80. H 0.05
81. H 0.04
82. H 0.13
83. H 0.11
84. H 0.15
85. H 0.14
86. F 0.12
87. C -0.12
88. C -0.10
89. F -0.01
90. C -0.34
91. F 0.12
92. C -0.62
93. Se 0.64
94. C -0.40
95. F -0.02
96. C 0.13
97. F -0.45

=====

[3]
C38H42FN9O4S2Yb as an isolated structure, computed with ωB97M-V with the def2-TZVPD basis set.

Geometry as ORCA input:
```
! wB97M-V def2-TZVPD RIJCOSX def2/J DEFGRID3
* xyz 1 2
Yb 13.61921 13.32301 13.99492
C 12.57262 9.69178 16.03743
C 13.06531 8.84764 14.79671
C 11.92394 8.03387 14.30502
C 11.68471 7.77977 12.92331
C 10.69474 6.88532 12.55711
C 9.99144 6.23840 13.56272
C 10.29729 6.56851 14.87358
N 11.23233 7.43156 15.26918
N 13.11638 11.12138 16.20548
C 12.18587 11.77456 17.15972
C 12.26770 13.22657 17.25027
C 11.37388 13.83356 18.13398
C 11.44928 15.17566 18.34811
C 12.35217 15.89037 17.50818
C 13.26659 15.23842 16.75712
N 13.11513 13.91639 16.50291
C 14.46623 11.00027 16.75683
C 15.65159 11.31913 15.79730
C 16.95286 11.02482 16.24096
C 17.98807 11.18879 15.33803
C 17.67812 11.37314 13.98662
C 16.41147 11.73089 13.66229
N 15.39423 11.76920 14.55559
H 12.75364 9.13788 16.98266
H 11.48167 9.82169 15.94775
H 13.94111 8.19627 14.99466
H 13.34517 9.59663 14.05872
H 12.34008 8.20696 12.14098
H 10.40392 6.80400 11.46606
H 9.18816 5.55754 13.26863
H 9.77439 6.16719 15.72976
H 12.32186 11.37309 18.19896
H 11.14256 11.55942 16.84779
H 10.59763 13.19915 18.58756
H 10.79568 15.71431 19.03499
H 12.40821 16.97007 17.57870
H 14.17327 15.65945 16.24383
H 14.69520 9.97765 17.01271
H 14.58661 11.62658 17.67370
H 16.95330 10.55960 17.25734
H 18.97713 11.12277 15.77366
H 18.39726 11.38492 13.16598
H 16.18611 12.07076 12.62556
F 8.63768 14.17463 16.04271
C 8.77322 13.63191 14.82356
C 8.21310 14.39849 13.76791
C 7.77181 13.64428 12.68581
C 8.06905 12.28157 12.53199
C 8.75831 11.66253 13.55902
C 9.09180 12.33792 14.68766
H 8.01047 15.45285 13.98763
H 7.20348 14.17717 11.91247
H 8.89871 10.58621 13.49034
H 9.72783 11.89444 15.49012
C 12.87136 19.11420 11.30700
C 12.83752 17.75587 11.94170
C 11.61896 17.07483 12.10785
C 11.64363 15.82828 12.71721
N 12.79521 15.36904 13.22587
C 13.96145 16.08005 13.04903
S 15.43826 15.40700 13.63903
N 13.95442 17.26040 12.39820
H 11.91332 19.47535 11.01048
H 13.64834 19.12016 10.53416
H 13.19486 19.86432 12.06361
H 10.66756 17.61560 11.77356
H 10.75490 15.23322 12.81369
C 9.36020 16.26326 9.18006
C 9.40200 14.85618 8.68711
S 11.11450 14.18721 8.75265
O 11.43037 14.25335 10.16645
O 11.92652 14.87850 7.78754
C 11.18633 12.32262 8.27359
C 12.61834 11.75966 8.32330
N 13.49878 12.33660 9.28831
C 13.32923 12.07614 10.58915
N 14.07220 12.91454 11.40887
C 14.65290 13.79649 10.51991
C 14.33158 13.41923 9.19815
N 14.97744 13.82155 8.05390
O 15.45111 14.98312 7.97845
O 14.99790 13.01121 7.02083
C 12.65236 10.99562 11.11980
H 8.30410 16.61363 9.35961
H 9.66240 17.00983 8.43500
H 9.89084 16.41424 10.12928
H 8.99822 14.61093 7.70160
H 8.84107 14.10713 9.34277
H 10.78910 12.21352 7.29554
H 10.50372 11.89888 9.05892
H 13.09881 11.94099 7.33552
H 12.61785 10.68498 8.40352
H 15.35196 14.61748 10.67371
H 12.61354 11.03902 12.20167
H 11.86064 10.42025 10.66288
H 7.57662 11.71278 11.71055
*
```

Results
orbital gap (spin up / spin down): 6.43 / 4.90 eV
⟨S²⟩: 0.795
HOMO (spin up / spin down): -9.414 / -9.396 eV

How is the electron density shared among the atoms? According to Löwdin, the charges in e are:
1. Yb 1.17
2. C -0.15
3. C -0.11
4. C -0.31
5. C -0.03
6. C -0.08
7. C -0.07
8. C -0.13
9. N 0.11
10. N -0.15
11. C -0.17
12. C -0.30
13. C -0.03
14. C -0.02
15. C -0.05
16. C -0.14
17. N 0.04
18. C -0.14
19. C -0.23
20. C -0.02
21. C -0.03
22. C -0.05
23. C -0.16
24. N -0.02
25. H 0.13
26. H 0.10
27. H 0.14
28. H 0.08
29. H 0.10
30. H 0.13
31. H 0.11
32. H 0.11
33. H 0.16
34. H 0.11
35. H 0.14
36. H 0.12
37. H 0.11
38. H 0.10
39. H 0.11
40. H 0.14
41. H 0.14
42. H 0.12
43. H 0.12
44. H 0.10
45. F 0.07
46. C -0.30
47. C -0.01
48. C -0.09
49. C -0.09
50. C -0.10
51. C -0.05
52. H 0.13
53. H 0.11
54. H 0.11
55. H 0.11
56. C -0.02
57. C -0.34
58. C -0.03
59. C -0.14
60. N -0.11
61. C -0.86
62. S 0.51
63. N 0.10
64. H 0.06
65. H 0.09
66. H 0.10
67. H 0.13
68. H 0.09
69. C -0.12
70. C -0.29
71. S 0.70
72. O -0.34
73. O -0.30
74. C -0.13
75. C -0.14
76. N 0.02
77. C -0.39
78. N 0.07
79. C 0.01
80. C -0.16
81. N -0.26
82. O 0.10
83. O 0.03
84. C 0.15
85. H 0.10
86. H 0.09
87. H 0.05
88. H 0.10
89. H 0.11
90. H 0.09
91. H 0.10
92. H 0.13
93. H 0.13
94. H 0.12
95. H 0.04
96. H 0.07
97. H 0.12

=====

The records above yield maximum force values of 4.903, 3.588, 5.731 eV/A, respectively.
The records above yield ΔE to the lowest compared entry with this formula, charge and spin values of 59.5, 700.0, 212.2 kJ/mol, respectively.